{
  "formula": "C38H58Cl6F24O8",
  "method": "ωB97M-V with the def2-TZVPD basis set",
  "elements": ["F", "C", "F", "C", "F", "F", "C", "O", "C", "F", "F", "C", "F", "F", "H", "H", "H", "H", "F", "C", "F", "C", "F", "F", "C", "O", "C", "F", "F", "C", "F", "F", "H", "H", "H", "H", "F", "C", "F", "C", "F", "F", "C", "O", "C", "F", "F", "C", "F", "F", "H", "H", "H", "H", "C", "C", "C", "O", "C", "H", "H", "H", "H", "H", "H", "H", "H", "C", "C", "C", "O", "C", "H", "H", "H", "H", "H", "H", "H", "H", "C", "C", "C", "O", "C", "H", "H", "H", "H", "H", "H", "H", "H", "C", "C", "C", "O", "C", "H", "H", "H", "H", "H", "H", "H", "H", "C", "C", "C", "O", "C", "H", "H", "H", "H", "H", "H", "H", "H", "Cl", "C", "Cl", "H", "H", "Cl", "C", "Cl", "H", "H", "Cl", "C", "Cl", "H", "H"],
  "positions_angstrom": [[-7.39237, 24.38985, -9.39062], [-7.16283, 23.69112, -10.53836], [-5.79273, 23.60183, -10.65053], [-7.82998, 22.31302, -10.47957], [-7.81212, 21.82184, -11.73791], [-9.13366, 22.49238, -10.15988], [-7.14679, 21.37225, -9.49675], [-7.91064, 20.18583, -9.38635], [-7.30461, 19.20259, -8.61079], [-6.14451, 18.83037, -9.18176], [-7.04366, 19.69933, -7.39175], [-8.25677, 18.01196, -8.61358], [-7.66221, 16.92633, -8.05745], [-9.40862, 18.26208, -7.93766], [-7.48214, 24.29357, -11.39164], [-7.00583, 21.81718, -8.51030], [-6.14818, 21.14033, -9.87770], [-8.53188, 17.78027, -9.64795], [-8.27411, 26.08804, -19.90566], [-7.71853, 25.22090, -19.02320], [-6.46474, 24.86187, -19.33143], [-7.81090, 25.66935, -17.55321], [-7.47587, 24.55655, -16.85405], [-9.10816, 25.91919, -17.24768], [-6.98181, 26.88384, -17.28029], [-7.16485, 27.35947, -15.95678], [-6.66135, 28.61378, -15.65152], [-5.38138, 28.75764, -15.97443], [-7.38842, 29.52626, -16.31988], [-6.95485, 28.73185, -14.15511], [-6.50251, 27.65942, -13.46787], [-6.39119, 29.84757, -13.61484], [-8.35211, 24.33276, -19.12363], [-7.27485, 27.65228, -18.00293], [-5.91650, 26.66627, -17.40729], [-8.02981, 28.84629, -13.99098], [-7.47371, 30.65756, -5.68935], [-6.17060, 30.22143, -5.81799], [-6.17846, 28.89391, -6.13080], [-5.41640, 31.13549, -6.79919], [-4.11286, 30.79832, -6.84669], [-5.48211, 32.38730, -6.25958], [-6.05451, 31.22741, -8.17528], [-6.07278, 29.92845, -8.75746], [-6.97381, 29.72954, -9.76849], [-8.22345, 30.00061, -9.35383], [-6.69569, 30.54212, -10.80448], [-6.85349, 28.24748, -10.12460], [-7.78207, 27.88130, -11.04339], [-5.62744, 27.92268, -10.58966], [-5.77404, 30.28856, -4.79308], [-5.50119, 31.88131, -8.85239], [-7.05089, 31.65710, -8.05895], [-7.03801, 27.66405, -9.21631], [-9.86228, 26.35221, -13.63952], [-10.83700, 25.62841, -12.71323], [-10.64491, 24.17007, -13.12531], [-9.24462, 24.09560, -13.33414], [-8.67535, 25.36484, -13.65194], [-9.61545, 27.31962, -13.19662], [-10.26541, 26.53718, -14.63453], [-11.84616, 25.99831, -12.90416], [-10.53365, 25.75790, -11.67410], [-11.25965, 23.98209, -14.01082], [-10.93113, 23.51444, -12.30490], [-8.21630, 25.32136, -14.63687], [-7.91785, 25.58710, -12.89733], [-5.91271, 21.20251, -14.17626], [-5.50415, 20.78990, -15.57067], [-5.97112, 19.32316, -15.66585], [-6.11142, 18.87097, -14.31540], [-5.82043, 19.90882, -13.37669], [-6.95493, 21.53424, -14.12912], [-5.35561, 22.07399, -13.83447], [-4.42870, 20.82773, -15.75646], [-5.99718, 21.43068, -16.30603], [-5.21919, 18.71845, -16.16901], [-6.96866, 19.29980, -16.10766], [-4.81831, 19.77798, -12.95341], [-6.52811, 19.87208, -12.55400], [1.08205, 26.10865, -10.30622], [2.33132, 25.28833, -10.06048], [1.97000, 24.04724, -10.87068], [0.59667, 23.81795, -10.57168], [0.01695, 25.01247, -10.08914], [1.06838, 26.51032, -11.32050], [0.93530, 26.93026, -9.60254], [2.44212, 25.02431, -9.00557], [3.26278, 25.73783, -10.40594], [2.61518, 23.19019, -10.69670], [2.08986, 24.37701, -11.91201], [-0.20999, 24.90732, -9.02233], [-0.90259, 25.31495, -10.59877], [0.56641, 25.72880, -14.90507], [-0.34258, 26.78670, -14.30823], [-1.54131, 26.63765, -15.23434], [-0.99747, 26.39687, -16.54618], [0.28452, 25.74474, -16.40272], [0.22702, 24.76991, -14.50009], [1.62601, 25.85798, -14.68451], [0.11154, 27.77782, -14.31784], [-0.63657, 26.55094, -13.28511], [-2.23993, 27.46601, -15.36067], [-2.17783, 25.79656, -14.93411], [0.98267, 26.37274, -16.95937], [0.21883, 24.74716, -16.83806], [-3.17453, 30.29262, -10.92079], [-2.02981, 29.54884, -10.24109], [-1.84568, 28.33863, -11.15556], [-2.25706, 28.75848, -12.44441], [-3.36858, 29.61908, -12.27016], [-2.94278, 31.36015, -10.97878], [-4.06578, 30.32107, -10.28962], [-2.19883, 29.21060, -9.21927], [-1.15930, 30.20566, -10.23905], [-2.43776, 27.47758, -10.81061], [-0.83457, 27.93235, -11.19876], [-4.30635, 29.05091, -12.26313], [-3.40440, 30.28705, -13.13182], [0.72203, 21.31386, -12.87413], [-0.92893, 21.94390, -13.11690], [-2.12246, 20.67864, -13.41335], [-1.21288, 22.51651, -12.24281], [-0.83320, 22.59762, -13.97666], [-3.34421, 23.87516, -19.08272], [-3.69997, 23.05937, -17.54825], [-2.34276, 23.15421, -16.44257], [-4.56407, 23.50950, -17.06620], [-3.95061, 22.01302, -17.68866], [-5.19132, 24.77577, -14.46361], [-4.34875, 25.53910, -13.09989], [-2.95834, 24.64330, -12.49319], [-4.03316, 26.53985, -13.38441], [-5.04551, 25.67777, -12.27841]],
  "lowdin_charge": [0.0809, -0.2555, 0.0589, -0.4397, 0.1258, 0.1322, -0.0559, 0.0329, -0.5421, 0.1543, 0.1624, -0.2743, 0.0952, 0.0978, 0.1428, 0.1511, 0.1478, 0.1767, 0.0939, -0.3153, 0.0880, -0.4533, 0.0986, 0.1270, -0.0513, 0.0033, -0.5476, 0.1862, 0.1578, -0.2641, 0.0760, 0.0862, 0.1733, 0.1573, 0.1544, 0.1662, 0.0679, -0.2583, 0.0854, -0.4451, 0.1368, 0.1105, -0.0445, 0.0141, -0.5551, 0.1618, 0.1572, -0.2653, 0.0883, 0.1013, 0.1741, 0.1494, 0.1487, 0.1776, -0.1503, -0.1614, -0.1934, -0.1501, -0.2020, 0.0937, 0.1112, 0.1144, 0.1150, 0.1204, 0.1166, 0.0757, 0.0834, -0.1883, -0.1782, -0.1752, -0.1375, -0.1993, 0.1100, 0.0653, 0.0829, 0.1042, 0.1160, 0.1168, 0.0825, 0.1002, -0.1787, -0.1754, -0.2210, -0.1546, -0.2090, 0.0994, 0.1124, 0.1180, 0.1155, 0.1188, 0.1108, 0.1228, 0.0688, -0.1671, -0.1654, -0.2141, -0.1654, -0.1911, 0.0977, 0.1129, 0.1210, 0.0762, 0.1194, 0.0538, 0.1165, 0.0941, -0.1527, -0.1378, -0.2096, -0.1388, -0.1932, 0.1124, 0.0799, 0.1114, 0.1115, 0.1122, 0.0958, 0.0860, 0.1274, 0.5276, -1.0468, 0.5535, -0.0204, -0.0263, 0.5374, -1.0350, 0.5773, -0.0125, 0.0172, 0.6320, -0.9862, 0.6318, 0.0171, 0.0071],
  "smiles": "FC(F)C(F)(F)COC(F)(F)C(F)F.FC(F)C(F)(F)COC(F)(F)C(F)F.FC(F)C(F)(F)COC(F)(F)C(F)F.C1CCOC1.C1CCOC1.C1CCOC1.C1CCOC1.C1CCOC1.ClCCl.ClCCl.ClCCl",
  "homo_lumo_gap_ev": 9.61,
  "total_charge": 0,
  "max_force_ev_per_a": 2.416
}